Here is a cluster of 6 separate species, C26H40N8O3S in total from OMol25. Energies are from ωB97M-V/def2-TZVPD.

Last column: Mulliken charge in e.
Atoms and positions in Å:
1 N -2.28 1.25 -0.78  -0.665
2 C -1.09 1.19 -1.65  1.071
3 N -1.49 0.42 -2.80  -0.678
4 N -0.02 0.49 -0.91  -0.418
5 C -0.74 2.66 -1.94  -1.550
6 C 0.54 2.93 -2.77  0.656
7 C 1.51 3.82 -2.01  -1.489
8 C 2.34 3.05 -1.00  -0.759
9 C 3.24 2.01 -1.69  -0.613
10 S 2.71 1.67 -3.35  1.198
11 O 3.14 0.36 -3.68  -0.666
12 O 3.19 2.68 -4.21  -0.691
13 O 1.14 1.69 -3.26  -0.296
14 H -2.01 1.83 0.00  0.219
15 H -2.34 0.32 -0.37  0.367
16 H -0.72 0.25 -3.43  0.241
17 H -2.27 0.86 -3.27  0.136
18 H 0.82 1.06 -0.89  -0.120
19 H 0.25 -0.31 -1.47  0.036
20 H -1.58 3.10 -2.45  0.296
21 H -0.64 3.15 -0.97  0.542
22 H 0.24 3.48 -3.65  0.447
23 H 2.15 4.36 -2.69  0.474
24 H 0.93 4.57 -1.50  0.556
25 H 2.96 3.76 -0.48  0.481
26 H 1.69 2.61 -0.25  0.400
27 H 4.25 2.39 -1.73  0.543
28 H 3.27 1.06 -1.17  0.253
29 C 2.25 -3.28 -0.60  -0.407
30 C 2.68 -2.71 -1.82  -0.546
31 C 1.56 -2.35 -2.52  -0.504
32 N 0.47 -2.70 -1.77  0.032
33 C 0.88 -3.26 -0.60  -0.627
34 H 2.87 -3.67 0.19  0.464
35 H 3.70 -2.57 -2.15  0.497
36 H 1.45 -1.88 -3.49  0.477
37 H -0.49 -2.57 -2.05  0.246
38 H 0.16 -3.60 0.13  0.422
39 C 0.32 -2.54 4.59  -0.762
40 C 1.15 -1.43 4.91  -0.388
41 C 1.69 -0.97 3.74  -0.640
42 N 1.22 -1.76 2.72  0.320
43 C 0.38 -2.71 3.23  -0.337
44 H -0.26 -3.13 5.27  0.516
45 H 1.33 -1.02 5.89  0.429
46 H 2.37 -0.16 3.54  0.425
47 H 1.46 -1.66 1.75  0.088
48 H -0.09 -3.43 2.59  0.345
49 C -3.71 2.17 4.04  -0.424
50 C -4.55 3.29 3.82  -0.399
51 C -3.83 4.22 3.13  -0.520
52 N -2.58 3.71 2.92  0.046
53 C -2.50 2.45 3.47  -0.620
54 H -3.96 1.26 4.55  0.409
55 H -5.57 3.40 4.14  0.390
56 H -4.09 5.20 2.77  0.376
57 H -1.83 4.18 2.44  0.197
58 H -1.59 1.88 3.40  0.538
59 C 2.03 -6.02 7.86  -0.584
60 C 2.32 -7.17 7.09  -0.343
61 C 2.43 -6.77 5.79  -0.571
62 N 2.22 -5.42 5.74  0.061
63 C 1.99 -4.95 7.00  -0.266
64 H 1.88 -5.97 8.93  0.390
65 H 2.43 -8.18 7.45  0.387
66 H 2.64 -7.33 4.89  0.364
67 H 2.24 -4.86 4.91  0.192
68 H 1.80 -3.91 7.18  0.372
69 C -2.07 2.11 -7.39  -0.476
70 C -3.18 1.92 -8.26  -0.501
71 C -4.29 1.78 -7.47  -0.496
72 N -3.90 1.88 -6.17  0.009
73 C -2.55 2.08 -6.11  -0.207
74 H -1.04 2.25 -7.68  0.413
75 H -3.16 1.89 -9.33  0.384
76 H -5.33 1.62 -7.73  0.388
77 H -4.51 1.81 -5.37  0.205
78 H -2.04 2.19 -5.17  0.266

For the HOMO-LUMO gap, the calculation gives 0.296 Eh. As for the total energy: -2076.62733 a.u.



Here is a cluster of 7 separate species, C26H40O22S in total from OMol25. Energies are from ωB97M-V/def2-TZVPD.

Last column: Mulliken charge in e.
Atoms and positions in Å:
1 C 0.99 1.54 0.65  -0.797
2 C 1.05 0.26 -0.43  -0.232
3 C 1.22 -1.20 0.29  0.147
4 C 0.00 -2.26 0.03  0.253
5 C 0.00 -3.28 1.36  -0.983
6 O -1.34 -1.68 -0.01  -0.345
7 S -1.92 -1.59 -1.65  0.604
8 O -3.09 -2.59 -1.82  -0.582
9 O -2.41 0.03 -1.81  -0.197
10 C -3.83 0.17 -2.16  -0.406
11 C -4.25 1.78 -1.51  0.159
12 C -3.99 3.08 -2.63  -0.176
13 O -3.05 2.76 -1.32  -0.427
14 H 2.09 1.71 1.03  -0.023
15 H 0.66 2.51 0.04  0.332
16 H 0.25 1.27 1.53  0.295
17 H 0.11 0.38 -1.11  -0.029
18 H 1.99 0.42 -1.14  0.291
19 H 1.39 -1.00 1.44  0.265
20 H 2.23 -1.67 -0.11  -0.333
21 H 0.24 -2.96 -0.88  0.388
22 H 0.16 -2.59 2.33  0.322
23 H -1.02 -3.82 1.51  0.191
24 H 0.93 -4.02 1.35  0.170
25 H -4.06 0.22 -3.31  0.236
26 H -4.57 -0.47 -1.53  0.319
27 H -5.24 1.85 -0.75  0.243
28 H -3.20 2.86 -3.47  0.301
29 H -4.21 4.19 -2.24  -0.096
30 C -7.33 0.61 -5.25  -0.328
31 C -7.56 1.24 -3.92  -0.342
32 O -6.50 2.17 -3.81  -0.254
33 C -6.09 2.46 -5.08  0.672
34 O -5.31 3.36 -5.36  -0.542
35 O -6.68 1.63 -5.99  -0.330
36 H -8.26 0.32 -5.74  0.305
37 H -6.66 -0.26 -5.20  0.263
38 H -8.51 1.79 -3.87  0.273
39 H -7.53 0.52 -3.10  0.289
40 C -4.30 7.19 -2.00  -0.285
41 C -3.14 6.90 -2.90  -0.194
42 O -2.37 8.09 -2.83  -0.336
43 C -2.69 8.71 -1.66  0.591
44 O -2.09 9.67 -1.20  -0.541
45 O -3.76 8.11 -1.06  -0.327
46 H -4.68 6.30 -1.50  0.303
47 H -5.12 7.68 -2.53  0.245
48 H -2.53 6.07 -2.53  0.253
49 H -3.45 6.69 -3.92  0.312
50 C 5.24 -2.54 0.30  0.170
51 C 5.81 -3.82 0.82  -0.271
52 O 4.73 -4.72 0.74  -0.327
53 C 3.88 -4.24 -0.22  0.670
54 O 2.93 -4.86 -0.67  -0.548
55 O 4.24 -2.98 -0.61  -0.308
56 H 5.98 -1.93 -0.22  0.348
57 H 4.76 -1.94 1.08  -0.127
58 H 6.64 -4.19 0.20  0.287
59 H 6.16 -3.72 1.86  0.100
60 C 6.60 -1.57 4.30  -0.347
61 C 5.41 -1.96 5.11  -0.292
62 O 4.45 -0.97 4.78  -0.303
63 C 4.80 -0.47 3.56  0.757
64 O 4.10 0.29 2.90  -0.713
65 O 6.03 -0.92 3.18  -0.301
66 H 7.19 -2.43 3.98  0.273
67 H 7.25 -0.86 4.82  0.296
68 H 5.01 -2.94 4.82  0.272
69 H 5.62 -1.96 6.18  0.304
70 C -0.27 -7.74 0.57  -0.221
71 C -1.36 -6.87 1.10  0.012
72 O -2.19 -7.78 1.80  -0.343
73 C -1.41 -8.85 2.14  0.620
74 O -1.76 -9.74 2.90  -0.549
75 O -0.20 -8.79 1.52  -0.333
76 H 0.69 -7.21 0.50  0.189
77 H -0.52 -8.17 -0.40  0.239
78 H -0.99 -6.12 1.81  0.059
79 H -1.92 -6.37 0.31  0.327
80 C 3.59 3.32 2.96  0.441
81 C 4.26 3.86 1.74  -0.277
82 O 4.38 5.24 2.02  -0.334
83 C 4.35 5.37 3.38  0.594
84 O 4.59 6.41 3.98  -0.551
85 O 4.01 4.20 3.98  -0.353
86 H 3.90 2.29 3.18  -0.197
87 H 2.50 3.35 2.88  0.259
88 H 5.27 3.44 1.59  0.252
89 H 3.68 3.70 0.83  0.311

For the HOMO-LUMO gap, the calculation gives 0.365 Eh. As for the total energy: -3067.88958 a.u. For the relative energy (zero: lowest compared OMol25 entry of this formula, charge and spin), the calculation gives 4.574 eV.